{"formula": "C24H25BF4N6O2ReS4", "method": "wB97M-V/def2-TZVPD", "multiplicity": 2, "orbital_gap_ev": [6.76, 7.07], "e_above_lowest_ev": 0.000, "homo_ev": [-8.0, -8.0], "s2": 0.7617, "total_charge": 0, "symbols": ["Re", "C", "C", "O", "C", "C", "C", "N", "N", "C", "O", "C", "C", "C", "C", "C", "C", "H", "H", "H", "H", "H", "H", "H", "H", "H", "H", "H", "H", "F", "B", "F", "F", "F", "C", "N", "C", "C", "N", "C", "S", "H", "H", "H", "H", "H", "H", "H", "H", "S", "C", "S", "C", "N", "N", "C", "C", "C", "C", "C", "C", "S", "H", "H", "H", "H", "H"], "positions_angstrom": [[-0.61, -1.00, 0.93], [-4.79, -1.73, 0.93], [-3.34, -2.09, 1.00], [-2.54, -1.33, 0.32], [-2.94, -3.17, 1.77], [-1.65, -3.70, 1.78], [-1.41, -5.09, 2.28], [-0.64, -3.00, 1.28], [0.44, -3.72, 0.82], [1.05, -3.00, -0.06], [0.61, -1.78, -0.35], [2.21, -3.50, -0.81], [2.73, -4.77, -0.56], [3.83, -5.23, -1.27], [4.41, -4.42, -2.24], [3.90, -3.16, -2.50], [2.80, -2.69, -1.78], [-5.04, -1.17, 1.83], [-5.43, -2.61, 0.89], [-4.98, -1.09, 0.07], [-3.71, -3.71, 2.30], [-2.28, -5.45, 2.81], [-0.54, -5.09, 2.94], [-1.18, -5.75, 1.45], [2.27, -5.38, 0.21], [4.23, -6.21, -1.07], [5.27, -4.78, -2.80], [4.36, -2.52, -3.24], [2.40, -1.71, -1.96], [-1.80, 0.37, 4.71], [-2.14, -0.69, 3.93], [-1.85, -0.22, 2.45], [-1.34, -1.80, 4.08], [-3.48, -0.97, 3.92], [-0.21, 3.04, -2.68], [-1.24, 2.04, -2.56], [-2.22, 1.83, -3.62], [-3.00, 0.59, -3.15], [-2.47, 0.39, -1.81], [-1.44, 1.20, -1.55], [-0.49, 1.21, -0.13], [0.31, 2.92, -3.63], [0.51, 2.93, -1.87], [-0.64, 4.04, -2.63], [-1.72, 1.67, -4.57], [-2.86, 2.71, -3.72], [-2.82, -0.28, -3.78], [-4.08, 0.77, -3.11], [-2.74, -0.33, -1.14], [3.79, 3.04, -1.48], [3.06, 2.38, -0.15], [2.95, 0.66, 0.15], [1.93, 0.97, 1.52], [1.72, 2.21, 1.76], [2.38, 3.00, 0.84], [2.10, 4.40, 0.91], [3.13, 5.32, 0.79], [2.82, 6.67, 0.86], [1.51, 7.09, 1.05], [0.50, 6.15, 1.17], [0.79, 4.80, 1.10], [1.08, -0.33, 2.35], [4.14, 4.99, 0.64], [3.62, 7.40, 0.77], [1.28, 8.15, 1.10], [-0.52, 6.47, 1.33], [0.01, 4.05, 1.21]], "mulliken_spin": [0.99, 0.00, 0.01, 0.00, 0.01, -0.01, 0.00, 0.00, 0.00, 0.00, -0.03, 0.00, 0.00, 0.00, 0.00, 0.00, 0.00, 0.00, 0.00, 0.00, 0.00, 0.00, 0.00, 0.00, 0.00, 0.00, 0.00, 0.00, 0.00, 0.00, 0.00, 0.01, 0.00, 0.00, 0.00, 0.01, 0.00, 0.00, 0.01, 0.00, 0.02, 0.00, 0.00, 0.00, 0.00, 0.00, 0.00, 0.00, 0.00, 0.00, 0.00, 0.00, 0.00, 0.00, 0.00, 0.00, 0.00, 0.00, 0.00, 0.00, 0.00, -0.04, 0.00, 0.00, 0.00, 0.00, 0.00]}